# C27H58N9O14P

8 unconnected molecules or ions with the total composition C27H58N9O14P at a distorted geometry (ωB97M-V/def2-TZVPD, the OMol25 dataset).

Summary:
**SMILES**: COC[C@]1(OC#N)OC(=O)O[C@H]1P(=N)(O)O.CN(C)C=O.CN(C)C=O.CN(C)C=O.CN(C)C=O.CN(C)C=O.CN(C)C=O.CN(C)C=O
**E_LUMO**: 0.424 eV

Structure (XYZ):
```
109
Properties=species:S:1:pos:R:3:mulliken_charge:R:1
C -2.12382 0.59995 -5.53087 -0.5910
O -3.37748 1.28097 -5.64133 -0.4232
C -4.13147 1.20029 -4.47036 -0.6239
C -3.38362 1.65856 -3.19938 0.6144
O -2.47731 2.75064 -3.46828 -0.4113
C -3.13290 3.75241 -3.98039 0.5381
N -3.86209 4.58391 -4.30559 -0.4889
O -2.82025 0.52906 -2.56463 -0.3059
C -3.86093 -0.02307 -1.82997 0.3678
O -4.00906 -1.18894 -1.73906 -0.5063
O -4.66726 0.95301 -1.32341 -0.4012
C -4.28960 2.14480 -2.03418 0.0227
P -3.41921 3.10224 -0.67775 0.7741
N -1.95398 2.61964 -0.54018 -0.7005
O -4.26474 2.86522 0.68947 -0.5092
O -3.44891 4.68559 -0.97618 -0.4310
H -1.39338 1.14537 -4.93047 0.2108
H -2.21325 -0.41458 -5.16455 0.2555
H -1.71433 0.53976 -6.54082 0.3809
H -4.98628 1.87409 -4.59906 0.3572
H -4.53203 0.18559 -4.34743 0.4983
H -5.19954 2.64689 -2.37177 0.5629
H -1.75182 2.22998 0.37098 0.1509
H -4.27060 3.72872 1.13396 0.3245
H -2.67790 4.94243 -1.49723 0.2990
C -0.60065 -4.49407 -2.93280 -0.6231
N -0.03620 -3.36180 -3.65128 0.1713
C 1.37666 -3.37929 -3.98718 -0.8663
C -0.77164 -2.30209 -4.01548 0.3057
O -0.34856 -1.32802 -4.61735 -0.6665
H -0.09277 -4.60886 -1.97533 0.1913
H -0.46740 -5.39543 -3.51550 0.2749
H -1.66370 -4.33320 -2.75612 0.2935
H 1.87667 -2.52317 -3.53150 0.3162
H 1.50143 -3.31077 -5.06853 0.3279
H 1.82570 -4.30186 -3.62740 0.1540
H -1.83061 -2.38607 -3.71185 0.1301
C -1.80324 1.80189 4.50208 -0.8354
N -1.30195 2.97994 3.82314 0.2785
C 0.12210 3.08083 3.53666 -1.1147
C -2.11046 3.98780 3.44616 0.0662
O -1.75165 4.99683 2.87206 -0.6115
H -1.32451 1.70493 5.47984 0.1851
H -1.58468 0.91086 3.91032 0.3464
H -2.87999 1.87624 4.64192 0.3090
H 0.52884 3.96722 4.02319 0.2823
H 0.27581 3.17712 2.46124 0.3051
H 0.63805 2.19670 3.90180 0.4615
H -3.16992 3.81262 3.70935 0.3281
C 2.46570 -8.21884 0.16128 -0.9524
N 2.06979 -7.46343 -1.01003 0.1816
C 2.94601 -6.41423 -1.50675 -0.8279
C 0.91985 -7.70289 -1.65960 0.0156
O 0.54220 -7.09601 -2.64699 -0.5170
H 2.58549 -7.54670 1.01338 0.3429
H 3.41372 -8.72536 -0.02909 0.3415
H 1.71005 -8.96350 0.40302 0.2914
H 2.41970 -5.45854 -1.49830 0.2045
H 3.24075 -6.64056 -2.53287 0.2534
H 3.83079 -6.34635 -0.87920 0.3901
H 0.33122 -8.52225 -1.21382 0.3233
C 2.08378 -10.76608 -6.69588 -0.9358
N 2.20877 -9.67714 -5.74842 0.1380
C 1.04218 -8.86229 -5.44169 -0.7532
C 3.37335 -9.39051 -5.13666 0.0855
O 3.53453 -8.49271 -4.33051 -0.5625
H 1.76643 -10.37926 -7.66638 0.3285
H 1.34232 -11.48444 -6.34002 0.3285
H 3.03849 -11.27459 -6.81444 0.2996
H 1.24632 -7.82153 -5.69391 0.2783
H 0.83082 -8.91676 -4.37539 0.1191
H 0.18230 -9.21395 -6.00659 0.3832
H 4.19538 -10.06324 -5.43550 0.2415
C -5.20552 9.41493 -3.25397 -0.9180
N -4.02825 8.87890 -3.90423 0.1719
C -3.44834 7.63891 -3.41100 -1.0840
C -3.44850 9.49215 -4.95542 0.0962
O -2.46090 9.08937 -5.53620 -0.5779
H -4.98935 9.62006 -2.20304 0.3140
H -6.02390 8.69408 -3.31410 0.3149
H -5.51462 10.33985 -3.73698 0.3219
H -2.41663 7.81911 -3.10057 0.3112
H -3.44557 6.89693 -4.20292 0.3692
H -4.02456 7.26793 -2.56663 0.4409
H -3.96451 10.42254 -5.25090 0.2539
C 0.03259 2.54904 8.60364 -0.9961
N 1.26448 2.33261 7.87186 0.1487
C 2.13159 1.22093 8.24783 -0.8100
C 1.63789 3.12655 6.85484 0.0700
O 2.66243 2.99902 6.20648 -0.6420
H 0.25392 2.72603 9.65777 0.3810
H -0.60894 1.66911 8.51857 0.3423
H -0.49729 3.41232 8.20482 0.3047
H 3.11121 1.59647 8.52318 0.1348
H 2.25127 0.54942 7.39646 0.3192
H 1.69916 0.67836 9.08410 0.3816
H 0.91528 3.93564 6.64970 0.3799
C 6.71891 3.74404 7.24130 -0.8352
N 6.55680 2.59964 8.11717 0.0718
C 7.70151 2.10414 8.86198 -0.9637
C 5.37173 1.98001 8.26006 0.6804
O 5.17256 1.01376 8.97882 -0.6446
H 7.46044 3.52019 6.47178 0.3247
H 7.05465 4.60831 7.81840 0.3264
H 5.77289 3.98507 6.76017 0.2680
H 7.89705 1.06544 8.59340 0.2896
H 7.49378 2.14608 9.93184 0.2973
H 8.57655 2.70884 8.63735 0.3840
H 4.57466 2.43451 7.64983 -0.1989
```

---

# C4H6N2OSi

A single C4H6N2OSi molecule at a distorted geometry (ωB97M-V/def2-TZVPD, the OMol25 dataset).

Summary:
**SMILES**: N#C/C=C(\[SiH3])C(N)=O
**E_LUMO**: -0.573 eV

Structure (XYZ):
```
14
Properties=species:S:1:pos:R:3:mulliken_charge:R:1
N 3.54148 0.33524 0.05942 -0.3800
C 2.41562 0.55038 0.11127 -0.1126
C 1.04759 0.87154 0.17286 -0.2063
C 0.07077 -0.03238 0.03139 0.4375
Si 0.25610 -1.92186 -0.09395 0.4729
C -1.35563 0.31703 0.18333 0.3752
N -1.76038 1.54272 -0.21998 -0.3794
O -2.11774 -0.50661 0.65506 -0.6083
H 0.85124 1.92320 0.36687 0.3247
H 0.04313 -2.47437 1.23768 -0.1008
H 1.61820 -2.17236 -0.56333 -0.1389
H -0.72330 -2.37870 -1.07394 -0.1066
H -1.14731 2.17617 -0.70026 0.1882
H -2.73975 1.77000 -0.16642 0.2343
```

---

# C26H16NO3PS4Zn

A molecular structure, C26H16NO3PS4Zn at a distorted geometry (ωB97M-V/def2-TZVPD, the OMol25 dataset).

Summary:
**Net charge**: -2
**E_LUMO**: 3.949 eV

Structure (XYZ):
```
52
Properties=species:S:1:pos:R:3:mulliken_charge:R:1
Zn 14.35649 7.73290 12.22164 0.3363
O 15.92744 8.18740 15.69831 -0.6669
C 15.63125 7.61490 14.65312 0.6911
O 14.47310 7.52890 14.14428 -0.7770
C 16.86265 6.99509 13.88124 -1.2252
P 17.66107 8.03328 12.67283 1.8261
C 19.19608 7.38596 12.01786 0.3934
C 20.40844 8.07699 12.16109 -0.2471
C 21.57688 7.46799 11.78936 -0.5172
C 21.60015 6.14028 11.41049 -0.3530
C 20.39646 5.45500 11.19461 -0.5952
C 19.21861 6.09706 11.42060 -0.5546
C 17.80576 9.63353 13.38583 0.1739
C 17.56954 10.81637 12.69483 -0.3800
C 18.01984 12.01004 13.27775 -0.5915
C 18.76501 12.02635 14.46919 -0.3983
C 18.96960 10.84142 15.12978 -0.6218
C 18.44882 9.65440 14.61559 -0.2180
H 16.63353 6.05287 13.38998 0.5501
H 17.61703 6.81840 14.63949 0.5716
H 20.42072 9.12437 12.45062 0.3270
H 22.55661 8.03199 11.70429 0.2720
H 22.56389 5.70184 11.13149 0.3209
H 20.37160 4.46988 10.74274 0.3694
H 18.28542 5.59714 11.19564 0.3859
H 17.04378 10.76543 11.75465 0.5610
H 17.97441 12.93449 12.68740 0.3276
H 19.27292 13.01720 14.76431 0.2462
H 19.54272 10.77416 16.06178 0.3611
H 18.63159 8.70410 15.18512 0.1326
O 7.75641 7.88293 12.13683 -0.6235
C 8.95668 7.79163 12.09452 0.5267
S 10.10211 9.17683 12.03331 -0.2111
C 11.54667 8.36348 11.73401 0.0985
C 11.48152 6.90261 11.71802 0.1018
S 12.89832 5.96564 11.49854 -0.4330
S 9.89199 6.25007 11.89430 -0.2108
S 12.98747 9.20965 11.38019 -0.4069
N 19.89788 9.32410 4.30972 -0.7077
C 19.18966 9.21905 5.21600 0.1981
C 18.44108 9.07862 6.43145 0.1949
C 18.41646 10.12341 7.37810 -0.4237
C 17.67570 10.05538 8.52040 -0.7773
C 17.06108 8.84596 8.90122 0.2483
C 17.00575 7.83959 7.93541 -0.6882
C 17.71182 7.91485 6.76060 -0.4749
C 16.84249 8.55035 10.20657 -0.2402
C 16.47499 8.28311 11.37407 -0.2857
H 18.95690 11.07025 7.10673 0.2673
H 17.57788 10.89592 9.19573 0.3360
H 16.43478 6.92833 8.10144 0.4445
H 17.72813 7.07127 6.07628 0.3667
```

---

# C26H35F6INO21

7 unconnected molecules or ions with the total composition C26H35F6INO21 at a distorted geometry (ωB97M-V/def2-TZVPD, the OMol25 dataset).

Summary:
**Net charge**: +1
**E_LUMO**: -3.361 eV

Structure (XYZ):
```
90
Properties=species:S:1:pos:R:3:mulliken_charge:R:1
C -0.66994 -1.06005 -0.70774 -0.6920
C 0.74365 -1.11092 -1.50350 0.0394
O 0.93465 0.21803 -2.06762 -0.3870
C 2.33731 0.44064 -2.39401 -0.5038
C 3.22772 0.85552 -1.13437 -0.4015
O 2.68898 1.95486 -0.35290 -0.2465
N 1.94886 1.51780 0.71478 0.9141
C 2.74821 1.04383 1.89790 -0.3217
C 1.95018 -0.25146 2.49310 -0.3709
C 0.94070 2.58693 1.03398 -0.2212
C 1.56724 3.94543 1.60305 -0.0637
O 1.27629 4.24203 2.79443 -0.4763
I 2.89597 5.28529 0.53981 0.1738
H -1.49425 -0.59390 -1.33793 0.0438
H -0.55433 -0.42804 0.23835 0.0754
H -1.00575 -2.09814 -0.37593 0.4152
H 0.72925 -1.93864 -2.30702 0.2221
H 1.55457 -1.40770 -0.74861 0.1519
H 2.73688 -0.58789 -2.74750 0.3177
H 2.47421 1.13206 -3.30732 0.3567
H 4.23793 1.22510 -1.55398 0.3410
H 3.45556 -0.09322 -0.54439 0.2635
H 1.39517 0.69292 0.38128 -0.5370
H 2.92428 1.82796 2.70263 0.3763
H 3.78326 0.63125 1.60218 0.3132
H 0.81601 -0.14501 2.29711 0.1863
H 2.13395 -0.23417 3.61563 -0.0524
H 2.32859 -1.21797 2.02468 0.3195
H 0.40259 2.85962 0.04952 0.4420
H 0.10864 2.23070 1.74675 0.3173
C -5.24804 -0.04843 -3.08712 -0.3703
C -6.24154 0.23920 -2.00877 0.3492
O -5.47159 0.12980 -0.82642 -0.3174
C -4.20670 0.47513 -1.18451 0.8117
O -3.33906 0.76024 -0.40349 -0.5586
O -4.04265 0.46618 -2.53359 -0.2751
F -7.21372 -0.70154 -1.97952 -0.3057
H -5.13143 -1.11777 -3.27954 0.1843
H -5.49432 0.45122 -4.02482 0.3281
H -6.69152 1.23444 -2.06363 0.2800
C -1.93248 -5.33893 -3.17285 -0.3073
C -0.86208 -4.48851 -3.77781 0.6330
O -1.58991 -3.55936 -4.55611 -0.2978
C -2.78994 -3.42025 -3.92694 0.6282
O -3.55964 -2.52767 -4.13636 -0.5550
O -3.00479 -4.41702 -3.02468 -0.2963
F -0.07090 -5.21363 -4.60099 -0.3229
H -2.24400 -6.15555 -3.82893 0.2103
H -1.63811 -5.75660 -2.20970 0.2523
H -0.24562 -3.95417 -3.04840 0.0469
C 7.51190 6.85980 -0.23121 -0.4576
C 6.31897 6.20393 -0.85204 0.3375
O 6.51839 6.40905 -2.23299 -0.2996
C 7.87191 6.46879 -2.40012 0.6118
O 8.42231 6.36511 -3.45310 -0.4838
O 8.51675 6.65320 -1.21307 -0.2893
F 5.16965 6.83011 -0.48388 -0.2919
H 7.36972 7.93312 -0.07666 0.2843
H 7.79183 6.40277 0.71910 0.2835
H 6.23800 5.13192 -0.64781 0.2859
C -3.73979 3.50912 0.92364 -0.1059
C -4.56203 3.99971 -0.22572 0.3007
O -5.42392 4.94423 0.37256 -0.2982
C -4.73429 5.44233 1.43865 0.5340
O -5.02754 6.44276 2.01952 -0.4938
O -3.66260 4.65962 1.75416 -0.3289
F -5.31361 2.99917 -0.74834 -0.2648
H -4.22423 2.69661 1.47173 0.2679
H -2.74691 3.18016 0.61497 0.0741
H -3.98353 4.48136 -1.01952 0.2720
C -3.29074 -9.64577 -0.60295 -0.4434
C -3.84675 -8.39766 -1.21163 0.2942
O -2.87209 -8.04595 -2.17391 -0.1546
C -2.30350 -9.22442 -2.56122 0.5720
O -1.63591 -9.35475 -3.54303 -0.4933
O -2.59689 -10.23359 -1.69511 -0.3267
F -3.92639 -7.40255 -0.29543 -0.2942
H -2.58556 -9.44150 0.20767 0.2792
H -4.07084 -10.31059 -0.22983 0.2896
H -4.81595 -8.52871 -1.70117 0.2656
C 2.70285 0.66491 8.05761 -0.4738
C 3.25427 0.99155 6.70628 0.3052
O 2.78950 -0.07574 5.90189 -0.3271
C 1.61813 -0.47738 6.47513 0.6640
O 0.80922 -1.16865 5.93023 -0.5063
O 1.48133 0.01144 7.73737 -0.3046
F 4.60789 0.96768 6.71356 -0.2894
H 3.34398 -0.01905 8.62052 0.2889
H 2.52507 1.55574 8.66137 0.2834
H 2.90302 1.94245 6.29460 0.3207
```